No. 1
DFT (wB97M-V/def2-TZVPD) results for a cluster of 2 separate species, C19H46NP2 in total.

Last column: Löwdin charge in e.
Positions of all 68 atoms, in Å:
1 C -0.19 -2.88 -3.74  -0.1014
2 C -1.12 -2.06 -4.61  -0.3647
3 N -2.48 -1.98 -4.02  -0.3322
4 P -3.70 -2.75 -4.99  0.8070
5 C -5.07 -2.70 -3.81  -0.3771
6 H 0.01 -2.38 -2.79  0.0262
7 H -0.65 -3.85 -3.52  0.0761
8 H 0.76 -3.06 -4.24  0.0763
9 H -0.72 -1.05 -4.74  0.0981
10 H -1.15 -2.52 -5.61  0.0790
11 H -2.72 -1.01 -3.94  0.0529
12 H -4.10 -1.63 -5.76  -0.0695
13 H -5.98 -2.97 -4.36  0.0267
14 H -4.89 -3.46 -3.06  0.0228
15 H -5.24 -1.74 -3.32  0.0268
16 C 4.74 1.22 0.08  -0.0955
17 C 3.72 2.19 0.67  -0.2518
18 C 3.18 1.72 2.02  -0.2279
19 C 2.18 0.55 1.97  -0.2577
20 P 0.45 0.95 1.64  1.0204
21 C 0.00 2.30 2.76  -0.2720
22 C 0.37 2.21 4.24  -0.2249
23 C -0.45 1.27 5.13  -0.2579
24 C -1.96 1.43 5.00  -0.0967
25 C -0.53 -0.50 2.11  -0.2602
26 C -0.29 -1.86 1.43  -0.2080
27 C -0.81 -2.02 0.00  -0.2521
28 C -2.23 -1.51 -0.23  -0.0967
29 C 0.02 1.67 0.03  -0.2458
30 C 0.04 0.95 -1.32  -0.2119
31 C 1.33 0.21 -1.74  -0.2524
32 C 2.14 0.98 -2.78  -0.0913
33 H 4.33 0.22 -0.05  0.0648
34 H 5.09 1.56 -0.89  0.0780
35 H 5.61 1.14 0.73  0.0813
36 H 2.90 2.35 -0.04  0.0800
37 H 4.19 3.16 0.81  0.1157
38 H 2.73 2.56 2.56  0.0957
39 H 4.02 1.39 2.63  0.1226
40 H 2.13 0.09 2.96  0.1047
41 H 2.52 -0.24 1.31  0.0868
42 H -1.07 2.48 2.62  0.0984
43 H 0.49 3.18 2.33  0.1003
44 H 0.27 3.22 4.64  0.1224
45 H 1.43 1.96 4.34  0.0996
46 H -0.16 1.47 6.16  0.1152
47 H -0.17 0.22 4.96  0.0881
48 H -2.27 2.44 5.29  0.0855
49 H -2.48 0.73 5.66  0.0809
50 H -2.32 1.25 3.99  0.0544
51 H -1.58 -0.20 2.08  0.0960
52 H -0.28 -0.62 3.16  0.0800
53 H -0.78 -2.59 2.07  0.1209
54 H 0.77 -2.10 1.45  0.1090
55 H -0.78 -3.08 -0.25  0.1198
56 H -0.12 -1.54 -0.70  0.0541
57 H -2.96 -2.07 0.35  0.0872
58 H -2.50 -1.62 -1.29  0.0567
59 H -2.35 -0.45 0.02  0.0576
60 H 0.61 2.60 -0.02  0.0963
61 H -1.01 2.01 0.20  0.1046
62 H -0.17 1.72 -2.07  0.1194
63 H -0.81 0.27 -1.36  0.0760
64 H 1.06 -0.76 -2.16  0.0749
65 H 1.95 -0.01 -0.87  0.0806
66 H 1.58 1.06 -3.71  0.0777
67 H 3.08 0.48 -2.99  0.0782
68 H 2.37 1.99 -2.44  0.0719

2S+1	1
HOMO	-0.401	hartree
frontier orbital gap	8.828	eV
DFT total energy	-1488.7846	hartree
largest force on an atom	0.7	eV Å⁻¹
net charge	+1

---

No. 2
DFT (wB97M-V/def2-TZVPD) results for an isolated molecule of C25H33N3O5S in a non-equilibrium geometry.

Last column: Löwdin charge in e.
Positions of all 67 atoms, in Å:
1 C -8.04 -4.19 1.13  -0.0857
2 H -8.93 -4.81 1.07  0.0934
3 O -8.10 -3.33 0.02  -0.0787
4 C -7.11 -2.41 -0.15  -0.2737
5 C -7.25 -1.58 -1.26  0.0009
6 C -6.30 -0.61 -1.53  -0.0263
7 C -5.19 -0.44 -0.69  -0.2254
8 C -5.06 -1.29 0.41  -0.0106
9 C -6.01 -2.26 0.68  -0.0110
10 H -5.88 -2.89 1.55  0.1043
11 H -4.22 -1.19 1.07  0.1133
12 C -4.23 0.59 -1.00  -0.0096
13 C -3.11 0.88 -0.31  -0.0017
14 C -2.23 1.95 -0.66  -0.2289
15 C -1.08 2.38 -0.03  -0.1682
16 C -0.65 3.49 -0.81  -0.3185
17 N -1.47 3.67 -1.81  0.1174
18 O -2.45 2.73 -1.73  0.0242
19 C 0.54 4.32 -0.56  -0.0095
20 H 1.44 3.74 -0.74  0.0699
21 H 0.54 4.63 0.49  0.0848
22 H 0.53 5.19 -1.21  0.0863
23 S -0.27 1.79 1.41  0.6832
24 O -0.11 2.87 2.33  -0.2712
25 O -0.94 0.60 1.86  -0.2769
26 N 1.23 1.46 0.75  -0.2385
27 C 1.29 0.24 -0.02  -0.1854
28 C 2.47 0.33 -0.98  -0.1097
29 H 2.51 -0.58 -1.58  0.1159
30 H 2.31 1.18 -1.65  0.1247
31 C 3.79 0.53 -0.21  -0.2202
32 C 4.18 -0.76 0.52  -0.4170
33 O 3.92 -0.93 1.69  0.0611
34 N 4.80 -1.71 -0.22  -0.0529
35 C 5.31 -1.56 -1.56  -0.1487
36 H 4.64 -0.91 -2.14  0.1064
37 C 6.74 -0.99 -1.57  -0.1698
38 C 7.84 -2.06 -1.51  -0.2026
39 H 8.74 -1.58 -1.13  0.1080
40 H 8.06 -2.40 -2.52  0.1072
41 C 7.52 -3.29 -0.65  -0.2097
42 H 8.46 -3.77 -0.41  0.1063
43 H 6.93 -4.00 -1.23  0.1037
44 C 6.76 -2.99 0.65  -0.1656
45 H 6.96 -3.80 1.36  0.1117
46 H 7.12 -2.07 1.10  0.1215
47 C 5.24 -2.91 0.47  -0.1468
48 H 4.89 -3.79 -0.09  0.1286
49 H 4.76 -2.91 1.45  0.1178
50 H 6.83 -0.32 -0.71  0.1123
51 H 6.89 -0.39 -2.47  0.1098
52 H 5.29 -2.54 -2.04  0.1300
53 H 4.58 0.80 -0.92  0.1308
54 C 3.64 1.71 0.77  -0.1099
55 C 2.38 1.60 1.62  -0.1840
56 H 2.23 2.51 2.21  0.1180
57 H 2.47 0.74 2.30  0.1242
58 H 4.51 1.74 1.43  0.1255
59 H 3.61 2.63 0.20  0.1157
60 H 0.35 0.15 -0.57  0.1232
61 H 1.39 -0.64 0.64  0.1361
62 H -2.80 0.34 0.57  0.0942
63 H -4.46 1.19 -1.87  0.1207
64 H -6.42 0.03 -2.39  0.1143
65 H -8.11 -1.71 -1.90  0.1185
66 H -8.06 -3.63 2.08  0.0966
67 H -7.15 -4.83 1.10  0.0960

2S+1	1
SMILES	COc1ccc(/C=C/c2onc(C)c2S(=O)(=O)N2CCC(C(=O)N3CCCCCC3)CC2)cc1
HOMO	-0.291	hartree
relative energy (zero: lowest compared OMol25 entry of this formula, charge and spin)	3.753	eV
frontier orbital gap	7.816	eV
DFT total energy	-1911.0479	hartree
largest force on an atom	1.4	eV Å⁻¹
net charge	0